# 1
Computed, not measured: a 2-piece molecular cluster, CH2N2O2 overall, with the ωB97M-V functional and the def2-TZVPD basis.

```
7
Properties=species:S:1:pos:R:3:forces:R:3:lowdin_charge:R:1
O -1.020 -2.426 1.422 0.2 0.1 0.0 0.062
O 0.131 0.309 0.141 -0.4 -0.4 1.1 -0.129
N 0.384 1.330 -1.718 1.0 1.6 -1.2 0.050
N 0.666 1.369 -0.543 -0.5 -0.2 -0.9 -0.122
C -0.210 -1.718 1.753 -0.3 -0.4 0.2 0.010
H -0.190 0.587 -2.134 -0.1 -0.5 1.0 0.071
H 0.238 0.548 1.078 0.2 -0.2 -0.3 0.057
```
Forces are in eV/Å.

As for the spin multiplicity: 1. Its energy relative to the best compared isomer or geometry (same formula, charge and spin) is 348.8 kJ/mol. The value obtained for the frontier orbital gap is 11.3 eV. For the largest force on an atom, the calculation gives 2.20 eV/Å.

# 2
Computed, not measured: one molecule with the formula CH2N2O2, with the ωB97M-V functional and the def2-TZVPD basis.

```
7
Properties=species:S:1:pos:R:3:forces:R:3:lowdin_charge:R:1
O -1.772 -0.148 0.080 0.0 -0.9 -0.7 -0.116
O 0.407 -0.449 0.581 0.0 -1.2 -0.4 -0.009
N -0.765 -1.192 0.186 -1.4 1.9 4.4 0.048
N -1.115 1.083 0.047 0.3 0.1 0.7 0.081
C 0.055 0.839 0.465 -1.7 -1.0 -1.4 -0.209
H 0.763 1.559 0.660 1.5 1.4 0.3 0.113
H -0.749 -1.722 -0.623 1.2 -0.2 -2.9 0.091
```
Forces are in eV/Å.

As for the spin multiplicity: 1. Its energy relative to the best compared isomer or geometry (same formula, charge and spin) is 604.9 kJ/mol. The value obtained for the frontier orbital gap is 9.9 eV. As for the structure (SMILES): C1=NONO1. For the largest force on an atom, the calculation gives 4.97 eV/Å.

# 3
Computed, not measured: one molecule with the formula CH2N2O2S, with the ωB97M-V functional and the def2-TZVPD basis.

```
8
Properties=species:S:1:pos:R:3:forces:R:3:lowdin_charge:R:1
S -0.975 -1.572 0.015 0.3 0.8 0.4 1.013
O -0.316 -2.688 -0.596 0.2 -0.7 -0.3 -0.457
O -1.270 -0.331 -1.047 -0.7 0.4 -0.5 -0.274
N 0.958 1.527 0.825 -0.9 -1.0 -0.7 0.088
N -0.148 0.985 0.575 0.5 2.4 1.9 -0.072
C -0.118 0.001 -0.367 4.5 -2.2 -2.3 -0.574
H 0.837 2.211 1.582 -0.4 -0.2 -0.1 0.065
H 1.031 -0.133 -0.988 -3.6 0.3 1.8 0.212
```
Forces are in eV/Å.

As for the spin multiplicity: 1. Its energy relative to the best compared isomer or geometry (same formula, charge and spin) is 525.4 kJ/mol. The value obtained for the frontier orbital gap is 9.6 eV. For the largest force on an atom, the calculation gives 5.49 eV/Å.

# 4
Computed, not measured: a 2-piece molecular cluster, CH2N2O2S overall, with the ωB97M-V functional and the def2-TZVPD basis.

```
8
Properties=species:S:1:pos:R:3:forces:R:3:lowdin_charge:R:1
S 0.538 1.920 -1.941 1.6 -0.2 -1.2 0.851
O -0.558 1.089 -1.647 -1.5 -0.9 0.6 -0.435
O 0.649 3.201 -1.363 -0.1 1.1 0.6 -0.415
N -0.699 -1.066 1.181 -0.1 0.7 0.0 0.084
N 1.387 -2.278 0.631 0.4 0.2 -0.2 0.115
C 0.452 -1.639 0.838 0.0 -1.5 -0.7 -0.430
H -1.377 -0.839 0.419 1.2 0.2 1.2 0.121
H -0.392 -0.389 1.882 -1.4 0.4 -0.4 0.108
```
Forces are in eV/Å.

As for the spin multiplicity: 1. Its energy relative to the best compared isomer or geometry (same formula, charge and spin) is 261.9 kJ/mol. The value obtained for the frontier orbital gap is 9.1 eV. For the largest force on an atom, the calculation gives 1.97 eV/Å.

| no. | HOMO (Ha) |
| --- | --- |
| 1 | -0.379 |
| 2 | -0.329 |
| 3 | -0.373 |
| 4 | -0.377 |